Entry 1:
Below is an isolated molecule of C5H9N, with properties calculated with wB97M-V/def2-TZVPD.

- total charge = 0
- LUMO (eV) = 0.756
- SMILES = CC(C)(C)C#N
- multiplicity = 1
- HOMO (eV) = -11.4
- largest force on an atom (eV/A) = 2.705
- Kohn-Sham gap (eV) = 12.18
- energy (Eh) = -250.63630
- relative energy (zero: lowest compared OMol25 entry of this formula, charge and spin) (kcal/mol) = 19.23

Bonds (Å) are listed after each position.
CARTESIAN COORDINATES (ANGSTROEM)
1 H -1.712 1.557 -0.833  C15 1.118
2 C -0.691 -1.142 -0.878  H3 1.110, H4 1.060, C5 1.489, H6 1.086
3 H -1.433 -1.903 -0.559  C2 1.110
4 H -1.245 -0.797 -1.713  C2 1.060
5 C -0.272 -0.026 0.016  C2 1.489, C8 1.505, C14 1.513, C15 1.597
6 H 0.124 -1.757 -1.250  C2 1.086
7 H 0.040 1.483 -1.517  C15 1.099
8 C -1.046 -0.135 1.302  C5 1.505, H11 1.143, H12 1.090, H13 1.128
9 N 2.356 -0.051 0.096  C14 1.143
10 H -0.195 2.152 0.011  C15 1.099
11 H -0.675 0.694 1.996  C8 1.143
12 H -0.779 -1.105 1.723  C8 1.090
13 H -2.167 -0.021 1.243  C8 1.128
14 C 1.223 -0.072 0.245  C5 1.513, N9 1.143
15 C -0.624 1.383 -0.647  H1 1.118, C5 1.597, H7 1.099, H10 1.099

=====

Entry 2:
Below is a cluster of 2 separate species, C5H9N in total, with properties calculated with wB97M-V/def2-TZVPD.

- total charge = 0
- LUMO (spin up / spin down) (eV) = 0.297 / 0.296
- multiplicity = 1
- HOMO (spin up / spin down) (eV) = -7.8 / -7.8
- largest force on an atom (eV/A) = 2.221
- Kohn-Sham gap (spin up / spin down) (eV) = 8.13 / 8.13
- energy (Eh) = -250.49469
- relative energy (zero: lowest compared OMol25 entry of this formula, charge and spin) (kcal/mol) = 108.09

Bonds (Å) are listed after each position.
CARTESIAN COORDINATES (ANGSTROEM)
1 H -0.470 -1.138 0.337  C6 1.215
2 C -1.085 1.428 2.036  H3 1.092, C10 1.482, H12 1.093, H14 1.092
3 H -2.175 1.354 2.029  C2 1.092
4 C 1.511 0.573 -2.029  H7 1.081, H11 1.083, C13 1.307
5 H -0.612 -2.881 -0.006  C6 1.091
6 C -0.123 -2.006 -0.438  H1 1.215, H5 1.091, H8 1.086, H9 1.086
7 H 1.730 -0.295 -2.635  C4 1.081
8 H -0.493 -1.901 -1.453  C6 1.086
9 H 0.943 -2.211 -0.461  C6 1.086
10 C -0.541 0.567 0.959  C2 1.482, N15 1.252
11 H 1.921 1.523 -2.352  C4 1.083
12 H -0.803 2.481 1.953  C2 1.093
13 C 0.761 0.465 -0.965  C4 1.307, N15 1.266
14 H -0.740 1.047 2.999  C2 1.092
15 N 0.176 0.994 0.026  C10 1.252, C13 1.266